9 unconnected molecules or ions with the total composition C39H75F6N14O12S6 at a distorted geometry. Source: OMol25; level of theory: wB97M-V/def2-TZVPD.

Geometry as XYZ:
```
152
Properties=species:S:1:pos:R:3:forces:R:3:mulliken_charge:R:1
C 4.3330 -1.3250 -1.2282 0.0 -0.2 -1.4 -1.47
C 3.6038 -1.8995 -2.4789 0.0 0.3 0.5 0.15
C 3.9967 -1.1856 -3.7776 -0.3 0.9 0.1 -0.66
C 3.3102 0.2233 -3.9135 0.5 -1.0 -1.1 -0.65
N 3.7930 0.9762 -5.1878 0.5 1.9 0.2 0.45
C 3.4543 0.3029 -6.5307 0.4 -1.6 0.8 -0.29
C 2.7971 1.2560 -7.5061 0.0 -0.2 0.8 -0.73
C 3.0512 2.6140 -6.8508 -0.3 0.1 -1.1 -0.72
C 3.0404 2.3145 -5.3597 -0.3 0.3 -0.3 -0.20
C 5.3028 1.2435 -5.0594 -0.4 -0.2 0.0 -0.91
H 5.3758 -1.2848 -1.5430 0.3 -0.1 0.4 0.52
H 4.2280 -1.9768 -0.3609 -0.1 0.3 0.0 0.35
H 4.0587 -0.2905 -1.0214 -0.3 -0.2 0.3 0.18
H 2.5186 -1.8944 -2.3770 -0.2 0.3 0.2 -0.04
H 3.8464 -2.9589 -2.5627 0.3 0.0 -0.2 0.30
H 3.6855 -1.7669 -4.6455 -0.1 -0.1 0.0 0.35
H 5.0838 -1.1243 -3.8292 0.0 0.1 0.1 0.39
H 3.4054 0.9079 -3.0707 0.4 -0.1 0.0 0.22
H 2.2505 0.0105 -4.0544 -0.1 0.3 -0.1 0.35
H 4.3850 -0.1100 -6.9198 -0.1 -0.1 0.1 0.32
H 2.7767 -0.4967 -6.2315 0.2 -0.2 -0.3 0.25
H 3.1666 1.0661 -8.5139 0.1 0.4 0.1 0.35
H 1.7276 1.0459 -7.5098 0.0 0.1 -0.1 0.35
H 3.9655 3.0900 -7.2052 0.2 -0.2 0.3 0.34
H 2.2634 3.2858 -7.1917 -0.1 0.2 0.5 0.44
H 3.4147 3.1858 -4.8222 0.5 -0.6 0.5 0.24
H 2.0235 2.1237 -5.0165 -0.1 -0.1 0.0 0.02
H 5.5343 1.8152 -4.1607 -0.4 -0.2 0.2 0.35
H 5.7087 1.8414 -5.8755 -0.5 -0.3 -0.3 0.38
H 5.7927 0.2711 -5.0104 0.1 0.3 -0.2 0.37
C -2.4128 4.1798 0.4526 0.8 0.8 0.0 -0.71
C -1.3956 5.1214 1.2066 -1.2 -1.6 1.1 -0.90
N -0.1949 5.3217 0.4463 0.8 -1.7 -0.7 0.32
C 0.1550 6.4476 -0.2168 2.6 -0.8 -1.7 -0.30
C 1.3287 6.0972 -0.9045 -1.2 0.4 -0.4 -0.51
N 1.5867 4.7503 -0.7247 -1.5 0.8 2.4 0.42
C 0.6664 4.2941 0.1797 0.4 1.6 -1.3 -0.72
C 2.7413 4.0182 -1.2252 -0.5 -0.8 -0.7 -0.73
H -3.3379 3.9433 0.9782 0.2 0.3 0.3 0.47
H -1.9759 3.2189 0.1805 0.2 0.1 0.1 -0.01
H -2.6656 4.7137 -0.4634 -0.2 -0.1 -0.2 0.44
H -1.0043 4.6706 2.1186 -0.5 -0.1 0.3 0.34
H -1.8496 6.0672 1.5023 0.2 0.0 -0.3 0.43
H -0.4302 7.3535 -0.2743 0.1 -0.1 0.3 0.48
H 1.9076 6.6357 -1.6403 0.0 0.2 0.3 0.44
H 0.6572 3.2644 0.5053 -0.2 0.1 0.3 0.69
H 3.5375 3.8326 -0.5042 -0.1 0.7 0.1 0.28
H 3.0385 4.4950 -2.1592 0.4 0.3 0.4 0.35
H 2.3950 3.0293 -1.5256 -0.2 -0.1 0.2 0.21
C -2.6740 -6.1234 4.4724 1.4 0.3 -1.6 -0.94
C -1.3781 -6.3817 3.5704 -1.8 -0.8 1.7 -0.53
N -0.6770 -5.1467 3.3692 3.8 3.0 0.1 0.41
C -1.0530 -4.0032 2.7150 -1.8 0.0 -1.6 -1.05
C -0.1651 -2.9884 2.8647 0.9 -0.3 0.6 0.22
N 0.8774 -3.4724 3.6487 -2.4 -2.9 -0.7 0.49
C 0.5343 -4.7904 3.8989 0.5 0.6 0.5 -0.45
C 2.1152 -2.7507 3.9775 -0.5 -0.9 0.5 -0.65
H -2.5207 -5.2025 5.0351 0.1 -0.5 0.7 0.29
H -2.8066 -7.0509 5.0293 -0.6 0.5 0.2 0.35
H -3.4766 -5.8446 3.7896 -0.3 -0.5 0.2 0.33
H -1.7161 -6.9128 2.6806 0.4 0.6 -0.4 0.31
H -0.7308 -7.0712 4.1124 0.2 0.2 -0.1 0.39
H -1.8956 -4.0801 2.0439 -0.4 0.6 0.3 0.70
H -0.0577 -1.9863 2.4766 -0.6 -0.2 -0.2 -0.13
H 1.1609 -5.4585 4.4711 -0.1 0.0 0.1 0.48
H 2.8464 -3.5478 4.1123 0.4 0.5 -0.2 0.37
H 1.9736 -2.2427 4.9314 0.1 0.2 -0.2 0.20
H 2.3206 -2.0571 3.1622 0.2 -0.2 0.2 0.14
C -0.4533 -0.4531 6.2925 0.3 -0.2 1.5 -1.87
C -1.0193 -0.0792 4.9412 1.2 -0.8 -1.0 1.24
N -1.9855 0.9784 4.9460 -3.3 2.4 1.9 1.03
C -2.2408 1.8711 3.8854 0.3 -0.9 1.7 0.01
C -3.2679 2.6701 4.2800 0.0 -0.3 -1.0 -1.46
N -3.7157 2.2645 5.5012 1.1 -0.7 1.5 0.29
C -2.9099 1.2845 5.9821 1.1 -0.1 -3.6 -0.27
C -4.8011 2.9117 6.2409 -0.6 1.1 -0.5 -0.82
H 0.4933 -0.9922 6.3290 0.0 -0.1 -0.9 0.18
H -1.0927 -1.0700 6.9240 -0.5 -0.2 -0.4 0.55
H -0.1930 0.3518 6.9798 -0.2 0.8 -0.5 0.42
H -1.4001 -0.9391 4.3902 -0.9 -0.3 0.5 0.15
H -0.2847 0.2192 4.1933 0.6 0.5 0.7 -0.77
H -1.6261 1.8292 2.9984 -0.2 0.1 0.1 0.45
H -3.7884 3.4327 3.7197 0.1 -0.1 0.2 0.51
H -3.0297 0.7515 6.9137 0.1 0.1 -0.1 0.43
H -4.5855 3.9386 6.5360 1.0 -0.2 0.6 0.39
H -5.1627 2.3324 7.0904 0.1 -0.1 -0.4 0.29
H -5.5852 3.2008 5.5412 -0.4 -1.1 -0.2 0.34
C 0.0935 -5.4234 -4.9416 -0.3 0.3 -0.6 -1.13
C 1.5399 -5.8357 -4.6739 -0.8 1.2 -0.2 -0.33
N 1.8171 -5.6725 -3.2308 -0.3 -0.6 2.6 0.39
C 2.1971 -6.7005 -2.4095 1.3 -0.6 1.4 -0.62
C 2.2225 -6.2648 -1.0819 -0.5 -0.7 -1.0 -0.24
N 1.6949 -5.0136 -1.0646 -0.6 0.5 -2.9 0.44
C 1.5067 -4.6707 -2.3867 -1.0 0.7 1.0 -0.75
C 1.1378 -4.3198 0.1327 1.5 0.9 -0.5 -0.36
H -0.2376 -4.4694 -4.5314 0.4 0.1 0.3 0.30
H -0.6236 -6.1647 -4.5888 0.2 -0.1 0.0 0.34
H -0.0518 -5.2891 -6.0135 0.0 -0.3 -0.1 0.40
H 2.2738 -5.2287 -5.2040 -0.2 0.0 -0.1 0.27
H 1.6368 -6.8615 -5.0293 0.4 -0.1 0.7 0.34
H 2.4600 -7.6592 -2.8317 0.2 0.1 0.2 0.43
H 2.5052 -6.6636 -0.1188 0.0 -0.7 -0.4 0.49
H 0.9819 -3.7638 -2.6484 0.2 -0.1 -0.2 0.53
H 0.1735 -3.8482 -0.0562 -0.2 -0.7 0.0 0.25
H 1.7892 -3.4718 0.3440 0.1 0.1 0.1 0.28
H 1.2397 -5.0079 0.9719 -0.6 0.0 -0.2 0.00
C -1.5056 2.5397 -4.7936 -0.8 0.9 0.8 -1.41
C -1.3471 2.3623 -3.2824 0.3 -0.2 -0.6 -0.04
N -2.6119 2.0137 -2.6057 -2.8 0.6 -0.9 0.79
C -3.0146 0.7286 -2.2525 -2.7 2.0 2.0 -0.70
C -4.3189 0.9099 -1.6927 0.6 -0.2 -1.5 -0.73
N -4.8247 2.1944 -1.9596 6.1 -0.8 -0.8 0.27
C -3.7275 2.8602 -2.5483 -0.4 -1.9 1.2 -0.49
C -6.1697 2.6419 -1.6815 -0.6 0.5 -1.5 -0.86
H -1.9160 1.6363 -5.2449 0.5 0.0 -0.3 0.38
H -0.5754 2.9537 -5.1827 0.1 -0.6 -0.3 0.43
H -2.2172 3.3446 -4.9777 -0.2 0.0 -0.1 0.39
H -0.8939 3.2468 -2.8347 -0.4 0.1 0.2 0.01
H -0.6055 1.5757 -3.1429 -0.5 -0.2 0.6 0.15
H -2.3536 -0.1249 -2.2825 -0.1 0.1 0.3 0.67
H -4.9976 0.2287 -1.2010 0.4 -0.3 0.0 0.60
H -3.7473 3.8555 -2.9672 0.0 0.0 0.3 0.45
H -6.6184 2.1710 -0.8069 0.4 0.2 0.0 0.29
H -6.7137 2.3592 -2.5827 -0.5 -0.2 0.2 0.43
H -6.2115 3.7306 -1.7164 0.1 -0.1 0.7 0.35
N 3.2884 2.8604 5.0610 -1.9 1.7 0.0 -0.48
S 2.7962 4.4062 4.7641 0.8 4.2 0.2 0.91
O 2.1145 5.1096 5.8642 0.4 -2.0 -2.2 -0.58
O 2.3806 4.7436 3.3838 0.6 -1.4 2.2 -0.50
F 4.2260 5.1001 4.9006 -0.1 -0.8 -0.7 -0.29
S 1.9117 2.2850 5.6247 -1.0 -1.2 2.0 1.08
O 0.8220 2.3647 4.6917 -0.5 0.2 -0.4 -0.22
O 1.5516 2.5407 7.0200 1.1 -1.1 -2.4 -0.55
F 2.3036 0.7217 5.4596 0.2 0.3 0.7 -0.27
N -5.9415 -1.3915 1.7176 -0.4 3.7 3.0 -0.48
S -4.8598 -2.2138 1.1223 1.5 -6.0 -3.3 0.91
O -4.2356 -3.1740 1.9993 0.2 0.3 -0.6 -0.51
O -4.0111 -1.5295 0.1894 0.1 -0.1 -0.3 -0.35
F -5.8770 -3.1410 0.2298 1.2 0.8 0.4 -0.37
S -5.0324 -0.3383 2.6017 -3.3 2.3 3.1 1.32
O -4.8046 0.9214 1.9378 0.4 -1.0 0.0 -0.53
O -4.0702 -0.8371 3.5707 -0.7 0.4 -1.8 -0.55
F -6.3025 0.0561 3.5720 1.2 -0.3 -0.7 -0.39
N -0.1134 0.4346 1.6276 4.9 -0.2 4.4 0.58
S -0.7273 0.1955 0.3185 -8.8 -1.7 -5.9 -0.91
O -1.2020 -1.1507 -0.0538 2.5 1.9 0.4 -0.41
O -0.3008 1.1239 -0.7050 0.4 -0.7 -0.3 0.08
F -2.2243 0.7895 0.6618 1.5 0.2 0.3 -0.11
S 1.4832 0.2895 1.2963 3.9 1.2 0.2 0.15
O 2.1054 1.4803 0.7635 -1.3 -0.7 -0.4 -0.24
O 1.8408 -0.9706 0.6341 -1.0 1.3 1.4 -0.07
F 2.2213 0.3181 2.7010 -1.7 -1.1 -0.3 -0.25
```
Positions in Å, forces in eV/Å.

The HOMO-LUMO gap is 0.2611 hartree. Its total charge is +3. The calculation puts the HOMO energy at -0.4942 hartree. The calculation puts the calculated total energy at -6187.7778 Eh. As for the lowest unoccupied orbital energy: -0.2331 Ha.